No. 1
# C27H24F29GaNO5

C27H24F29GaNO5 as an isolated structure (ωB97M-V/def2-TZVPD, OMol25).

Each line ends with the Mulliken charge.
Positions of all 87 atoms, in Å:
1 Ga 0.849 0.355 -2.245  0.10
2 F -4.405 -1.475 -0.425  -0.28
3 F -8.880 -4.456 4.918  -0.21
4 F -0.734 3.487 5.170  -0.30
5 F 7.241 3.919 -3.761  -0.23
6 F -2.785 -2.178 0.801  -0.25
7 F -10.747 -5.417 4.302  -0.26
8 F 7.364 1.768 -1.941  -0.29
9 F 1.264 4.708 6.764  -0.22
10 F -4.967 -3.975 3.466  -0.27
11 F 5.526 2.531 -1.039  -0.32
12 F 8.620 1.628 -4.457  -0.22
13 F -1.390 0.575 -4.121  -0.32
14 F -1.334 3.434 3.066  -0.29
15 F 0.245 -0.741 -4.795  -0.31
16 F 8.390 1.226 -6.596  -0.28
17 F 6.096 2.296 -5.602  -0.30
18 F -9.403 -4.511 2.120  -0.29
19 F 3.382 5.215 6.972  -0.26
20 F -1.981 5.724 4.290  -0.27
21 F -11.222 -3.405 2.538  -0.31
22 F -6.897 -4.930 3.104  -0.25
23 F 3.992 3.629 4.852  -0.31
24 F -6.975 -2.418 4.385  -0.28
25 F 2.667 5.275 4.351  -0.28
26 F -4.193 -3.581 -0.026  -0.34
27 F -5.890 -1.599 2.674  -0.27
28 F 0.116 6.145 4.736  -0.23
29 F 7.278 4.450 -1.644  -0.28
30 F 5.912 0.205 -6.160  -0.31
31 O 1.878 3.162 4.493  -0.39
32 O 2.568 -0.141 -2.768  -0.21
33 O 0.780 2.303 -2.166  -0.67
34 O 6.002 0.684 -4.021  -0.44
35 O -9.310 -2.436 3.005  -0.40
36 N -0.171 3.067 -0.089  -0.61
37 C -0.707 5.479 3.894  0.04
38 C -0.469 -0.349 -3.685  1.07
39 C -6.111 -3.888 2.750  0.28
40 C -1.838 -3.876 -3.376  -0.55
41 C 5.336 1.598 -3.158  -0.25
42 C -1.205 -1.554 -3.165  -0.09
43 C -6.784 -2.550 3.052  0.90
44 C 7.977 0.859 -5.357  0.22
45 C -1.144 -2.768 -3.852  -0.78
46 C 0.930 3.476 3.477  -0.69
47 C 3.159 -1.128 -1.955  -0.57
48 C 6.462 1.047 -5.254  0.87
49 C 0.283 2.704 -1.085  0.74
50 C -2.604 -3.803 -2.215  -0.71
51 C 6.213 2.430 -2.210  0.86
52 C -8.090 -2.227 2.308  -0.84
53 C 5.069 -2.751 -1.996  -1.26
54 C -10.093 -4.233 4.382  0.19
55 C -3.493 -2.465 -0.295  0.96
56 C 6.530 3.870 -2.616  0.10
57 C -1.961 -1.476 -2.000  -0.82
58 C 3.909 -2.156 -2.800  -0.22
59 C -0.452 3.973 3.934  0.92
60 C -9.962 -3.639 2.977  0.84
61 C -2.657 -2.589 -1.538  0.34
62 C 2.515 4.282 6.508  0.19
63 C 2.730 4.099 5.004  0.77
64 H 4.739 0.956 -2.512  -0.15
65 H 3.239 -2.961 -3.086  0.39
66 H -2.019 -0.551 -1.444  0.53
67 H -0.577 5.863 2.880  0.31
68 H 2.685 3.338 7.029  0.23
69 H 2.390 -1.672 -1.398  0.45
70 H 0.733 2.520 2.995  0.36
71 H 1.355 4.114 2.705  0.40
72 H 0.570 -0.233 -0.801  -0.32
73 H 3.848 -0.686 -1.225  0.27
74 H 5.377 -3.725 -2.371  0.38
75 H -10.652 -3.553 5.028  0.24
76 H -3.145 -4.672 -1.885  0.45
77 H 4.283 -1.651 -3.687  0.23
78 H 4.777 -2.884 -0.956  0.34
79 H 5.920 -2.076 -2.034  0.26
80 H 8.238 -0.187 -5.185  0.22
81 H 5.610 4.448 -2.736  0.29
82 H -1.803 -4.819 -3.903  0.38
83 H 4.614 2.211 -3.695  0.43
84 H -5.861 -3.970 1.689  0.16
85 H -8.060 -1.150 2.156  0.45
86 H -0.577 -2.873 -4.760  0.52
87 H -8.109 -2.672 1.314  0.35

Its total charge is -1. As for the HOMO-LUMO gap: 8.5 eV. For the largest force on an atom, the calculation gives 1.31 eV Å⁻¹. For the total energy, the calculation gives -171303.0631 eV.

No. 2
# CHClF2O

A 2-piece molecular cluster, CHClF2O overall (ωB97M-V/def2-TZVPD, OMol25).

Each line ends with the natural charge from an NBO analysis.
Positions of all 6 atoms, in Å:
1 Cl -0.609 1.474 -0.488  -0.28
2 F 2.053 0.759 1.050  -0.29
3 F 1.885 -0.042 -0.837  -0.30
4 O 3.456 -0.798 0.503  -0.53
5 C 2.530 -0.158 0.283  1.13
6 H -0.802 0.426 -1.297  0.28

As for the HOMO-LUMO gap: 12.3 eV. For the largest force on an atom, the calculation gives 2.81 eV Å⁻¹. For the total energy, the calculation gives -21058.1265 eV.

No. 3
# CH2BrClO2S

A 2-piece molecular cluster, CH2BrClO2S overall (ωB97M-V/def2-TZVPD, OMol25).

Each line ends with the natural charge from an NBO analysis.
Positions of all 8 atoms, in Å:
1 Br -1.143 0.130 2.126  0.15
2 Cl 1.774 1.047 0.554  -0.19
3 S 0.225 -2.420 -1.904  1.68
4 O 0.771 -1.465 -2.779  -0.83
5 O -1.134 -2.214 -1.592  -0.84
6 C -0.126 1.311 1.222  -0.46
7 H -0.702 1.726 0.328  0.25
8 H 0.334 1.884 2.045  0.24

As for the HOMO-LUMO gap: 9.7 eV. For the largest force on an atom, the calculation gives 3.91 eV Å⁻¹. For the total energy, the calculation gives -98562.7859 eV.

No. 4
# C8H5F3N4

C8H5F3N4 as an isolated structure (ωB97M-V/def2-TZVPD, OMol25).

Each line ends with the natural charge from an NBO analysis.
Positions of all 20 atoms, in Å:
1 F -0.157 -0.600 -2.849  -0.35
2 F 1.403 -1.489 -4.162  -0.31
3 F -0.533 -2.460 -3.784  -0.33
4 N 2.326 -0.501 -0.225  0.06
5 N 1.314 -0.559 0.295  0.10
6 N 1.087 -2.398 -2.164  -0.62
7 N 0.527 -2.181 0.201  -0.55
8 C 0.636 -2.376 -0.990  0.62
9 C -0.325 2.549 1.265  -0.20
10 C 0.477 -1.761 -3.214  1.07
11 C 0.438 0.255 0.963  0.00
12 C -1.505 2.039 1.903  -0.17
13 C -0.648 -0.242 1.671  -0.17
14 C 0.631 1.623 0.872  -0.18
15 C -1.539 0.714 2.243  -0.20
16 H 1.661 2.021 0.503  0.24
17 H -2.414 0.388 2.836  0.23
18 H -2.287 2.672 2.202  0.22
19 H -0.832 -1.296 1.331  0.29
20 H -0.260 3.601 1.101  0.23

As for the HOMO-LUMO gap: 8.8 eV. For the largest force on an atom, the calculation gives 3.92 eV Å⁻¹. For the total energy, the calculation gives -22485.9776 eV.

No. 5
# C30H42B2O17RbSSn2

C30H42B2O17RbSSn2 as an isolated structure (ωB97M-V/def2-TZVPD, OMol25).

Each line ends with the Mulliken charge.
Positions of all 95 atoms, in Å:
1 Sn -1.355 -0.404 -4.487  0.64
2 Sn 2.596 1.745 -3.815  1.17
3 Rb -0.976 -4.412 -1.508  0.81
4 S 2.068 5.358 -1.892  0.46
5 O -0.946 -2.189 0.720  -0.88
6 O 2.308 -7.269 3.940  -0.61
7 O -7.602 -0.168 -0.574  -0.77
8 O -6.167 -2.280 0.800  -0.75
9 O -0.413 0.186 2.469  -0.75
10 O -4.007 0.245 -3.493  -0.76
11 O 0.833 0.206 -2.659  -0.95
12 O 4.100 -4.200 -3.341  -0.62
13 O 1.051 4.095 7.291  -0.59
14 O 5.554 -4.099 -1.693  -0.35
15 O -2.500 3.790 -0.710  -0.39
16 O -0.460 3.191 5.978  -0.37
17 O 2.313 1.821 -0.961  -0.69
18 O -2.816 -1.972 -2.336  -0.41
19 O 1.914 4.534 -3.172  -0.64
20 O 0.342 -6.304 3.609  -0.35
21 O -3.680 5.388 0.314  -0.63
22 C -4.507 -2.134 -0.721  -0.53
23 C 0.080 0.046 1.325  0.57
24 C 4.046 -3.252 -0.030  -0.15
25 C 0.839 4.841 -0.697  -0.39
26 C 2.238 -4.909 3.493  -0.50
27 C -0.353 -1.101 0.359  0.97
28 C 0.876 -0.066 -1.462  -0.63
29 C -2.152 2.421 -0.549  0.57
30 C -3.863 -1.544 -1.841  0.50
31 C 0.898 1.069 0.821  -1.04
32 C 1.168 -4.382 2.481  0.09
33 C 0.077 -1.084 -0.946  2.13
34 C 5.525 -3.535 -0.354  -0.64
35 C 1.476 1.028 -0.496  0.59
36 C 1.647 -6.289 3.675  0.52
37 C -5.914 -0.006 -2.105  -0.96
38 C 0.443 4.150 6.257  0.46
39 C -3.230 4.278 0.306  0.44
40 C 3.591 -2.828 -1.443  0.41
41 C -4.577 -0.378 -2.571  0.57
42 C -3.419 3.249 1.358  0.14
43 C -3.218 2.021 0.495  -0.43
44 C 4.428 -3.784 -2.257  0.42
45 C 3.678 4.854 -1.176  -0.86
46 C -6.480 -0.621 -1.021  0.50
47 C -0.087 -5.154 2.887  -0.35
48 C -5.777 -1.763 -0.311  0.26
49 C -0.888 3.236 4.647  -0.01
50 C 0.615 5.036 5.030  -0.56
51 C -0.627 4.683 4.226  -0.23
52 B -0.199 -3.341 -4.450  1.65
53 B 0.766 -0.123 -5.622  1.61
54 H 1.089 5.524 0.117  0.42
55 H -2.124 1.819 -1.455  0.14
56 H 3.980 -2.611 0.849  0.43
57 H -0.676 -5.364 1.997  0.26
58 H 1.125 -3.294 2.527  0.19
59 H 3.800 3.898 -0.664  0.21
60 H 4.049 5.595 -0.468  0.39
61 H 0.866 6.078 5.229  0.35
62 H -0.079 -2.714 -5.390  -0.41
63 H -6.471 0.797 -2.565  0.36
64 H 0.574 -4.161 -4.498  -0.21
65 H 2.552 -2.874 -1.760  -0.19
66 H -1.948 3.005 4.545  0.25
67 H 2.400 -4.365 4.424  0.32
68 H 1.568 4.748 4.577  0.23
69 H -4.179 1.745 0.059  0.08
70 H -0.411 2.620 3.880  0.05
71 H 3.582 -4.190 0.283  0.02
72 H 1.472 -4.572 1.450  -0.05
73 H -1.189 2.255 -0.058  -0.44
74 H 6.033 -2.586 -0.540  0.28
75 H 1.091 2.000 1.338  0.38
76 H 6.077 -4.077 0.410  0.38
77 H -4.413 3.327 1.794  0.38
78 H 3.969 -1.835 -1.697  0.01
79 H 0.952 3.789 -0.440  -0.28
80 H 0.924 -0.417 -4.536  -0.51
81 H -1.198 -3.773 -4.264  -0.28
82 H -0.178 -1.857 -1.647  -1.26
83 H 3.183 -4.757 2.973  0.21
84 H -0.463 4.745 3.151  0.14
85 H -0.648 -4.532 3.584  0.29
86 H -0.083 -2.687 -3.567  -1.26
87 H -2.843 1.167 1.061  0.47
88 H -2.722 3.382 2.188  -0.41
89 H -0.133 5.110 -1.108  0.39
90 H -1.450 5.334 4.522  0.29
91 H 1.566 0.680 -5.776  -0.43
92 H 4.360 4.809 -2.026  0.33
93 H 0.882 -1.062 -6.229  -0.17
94 H -0.254 0.362 -5.705  -0.12
95 H -3.893 -2.944 -0.353  0.09

Its total charge is -1. As for the HOMO-LUMO gap: 1.9 eV. For the largest force on an atom, the calculation gives 5.30 eV Å⁻¹. For the total energy, the calculation gives -91095.9963 eV.

no.,HOMO (eV)
1,-6.52
2,-11.81
3,-10.56
4,-9.60
5,-3.65